A molecular structure, C18H24Br21INO2. Source: the Open Molecules 2025 dataset; level of theory: ωB97M-V/def2-TZVPD.

The geometry in XYZ format:
```
67
Properties=species:S:1:pos:R:3:forces:R:3:lowdin_charge:R:1
C 2.19907 -0.50955 0.64343 0.214 0.207 -0.196 -0.18
C 1.33432 0.70569 0.28591 0.502 -0.858 0.696 -0.31
C -0.18510 0.44275 0.02795 0.698 0.185 0.263 -0.62
I -0.62066 -1.64946 -0.34680 -0.012 0.016 0.161 1.04
C -1.09868 0.93118 1.13051 0.159 -0.350 -0.226 -0.21
C -0.78148 0.76293 2.48566 -0.309 -0.073 0.173 -0.23
O 0.37041 0.16252 2.88079 0.023 0.031 -0.022 0.06
C -1.63120 1.20570 3.49154 0.237 -0.107 -0.354 0.01
C -2.82680 1.79585 3.13246 0.017 0.006 -0.113 0.01
C -3.12876 1.93630 1.79769 0.013 0.004 0.576 -0.01
N -2.29589 1.51290 0.83030 0.166 0.151 -0.089 0.01
C -2.78440 1.69771 -0.55998 -0.358 -0.030 -0.030 -0.09
C -3.49740 0.47693 -1.12605 -0.721 -0.378 -0.239 -0.46
C -4.50003 -0.14870 -0.16622 0.266 0.428 0.034 -0.03
O -4.18529 1.00815 -2.25123 0.229 0.239 -0.115 -0.03
H 2.41225 -1.11057 -0.23525 -0.047 -0.195 -0.027 0.04
H 1.76972 -1.13855 1.41033 -0.060 -0.193 0.013 0.03
H 3.15888 -0.17117 1.03032 0.075 0.124 -0.025 0.07
H 1.82714 1.15997 -0.56890 -0.471 0.141 -0.329 0.10
H 1.46515 1.39936 1.10988 -0.322 0.274 -0.014 0.09
H -0.41595 0.92315 -0.90876 -0.348 -0.043 -0.081 0.03
H 0.31180 -0.79482 2.76743 0.043 -0.060 -0.108 0.12
H -1.32029 1.07201 4.53452 -0.196 -0.144 -0.878 -0.02
H -3.53379 2.13115 3.87370 -0.075 0.088 0.042 0.12
H -4.05676 2.39467 1.50355 -0.015 0.010 -0.288 0.15
H -2.00366 2.05931 -1.21323 0.204 -0.116 0.001 0.07
H -3.52866 2.48791 -0.52675 -0.023 0.119 0.102 0.14
H -2.80770 -0.29396 -1.46266 0.237 0.084 0.102 0.01
H -3.99546 -0.53076 0.72041 -0.136 -0.259 0.054 0.08
H -5.04340 -0.94034 -0.67266 0.094 -0.229 0.044 0.07
H -5.23919 0.59691 0.12578 -0.037 0.081 0.104 0.09
H -4.60636 0.28727 -2.73183 -0.044 -0.048 -0.026 0.07
C -0.64676 1.17012 8.16992 -0.010 -0.050 0.175 -1.62
Br -1.50052 1.80906 9.76305 0.005 -0.024 -0.085 0.61
Br -0.61072 -0.74840 8.08651 -0.016 0.041 -0.023 0.60
Br -1.46062 1.91955 6.57952 0.022 0.303 0.828 0.68
H 0.37698 1.51458 8.18673 0.000 0.026 -0.052 -0.02
C 6.37383 -1.87718 0.70795 0.021 -0.017 0.001 -1.63
Br 6.77430 -0.14774 1.44721 -0.047 -0.032 -0.018 0.58
Br 5.27908 -2.92123 1.89876 -0.043 0.029 0.027 0.57
Br 5.57145 -1.74253 -1.03390 0.011 0.009 -0.020 0.58
H 7.31079 -2.40221 0.58924 -0.001 -0.023 0.009 -0.03
C -2.93876 -1.92863 -4.35196 0.042 0.025 -0.077 -1.61
Br -3.52151 -2.76332 -2.70876 -0.114 -0.062 -0.061 0.61
Br -1.60207 -2.99752 -5.22127 -0.023 0.010 -0.020 0.64
Br -4.42748 -1.53063 -5.49763 0.033 -0.010 0.056 0.63
H -2.47482 -0.98698 -4.09230 0.002 0.003 0.051 -0.03
C 1.16942 4.63976 -1.59685 0.102 0.180 -0.195 -1.58
Br 1.65066 6.32272 -0.81033 -0.065 -0.070 0.012 0.61
Br 0.02942 3.61273 -0.41411 0.076 0.545 0.056 0.75
Br 0.36929 4.84193 -3.32706 -0.124 -0.142 0.108 0.59
H 2.07979 4.07154 -1.72509 -0.013 -0.045 0.047 -0.02
C -1.67409 -6.02985 -2.93553 0.014 -0.039 -0.052 -1.68
Br -2.55915 -7.40357 -3.94326 0.030 0.036 0.054 0.60
Br -2.10906 -6.11978 -1.06042 0.009 0.041 -0.010 0.55
Br 0.22838 -6.04197 -3.22289 -0.032 0.012 0.026 0.56
H -2.04168 -5.08097 -3.29778 0.008 -0.005 0.003 -0.15
C 2.44455 7.18802 -6.20459 -0.024 0.009 -0.002 -1.63
Br 0.77633 7.84064 -6.90287 0.021 -0.038 0.031 0.58
Br 2.60970 7.54936 -4.32117 0.110 0.106 -0.055 0.53
Br 2.69335 5.31741 -6.59069 -0.009 0.025 0.010 0.56
H 3.23631 7.72523 -6.70561 0.010 -0.001 -0.005 -0.03
C 5.54756 -6.84130 1.98666 -0.001 0.006 0.015 -1.67
Br 7.27250 -6.55173 1.18642 -0.021 0.002 -0.014 0.56
Br 4.13451 -6.74714 0.68101 0.022 -0.002 0.016 0.55
Br 5.49164 -8.48555 2.98017 -0.001 0.032 -0.042 0.59
H 5.38556 -6.03683 2.68907 0.005 0.013 0.000 -0.06
```
Positions in Å, forces in eV/Å.

Spin multiplicity: 1
Charge: +1
Electronic energy in hartree: -55257.1760
Orbital gap in eV: 7.69